Entry 1:
{
  "formula": "C20H28N2O4S",
  "method": "wB97M-V/def2-TZVPD",
  "smiles": "CCCOc1ccc(S(=O)(=O)NCCCN2CCOCC2)c2ccccc12",
  "max_force_ev_per_a": 1.122,
  "e_tot_ev": -43199.3602,
  "orbital_gap_ev": 8.500,
  "e_homo_ev": -8.2,
  "symbols": ["C", "C", "C", "O", "C", "C", "C", "C", "S", "O", "O", "N", "C", "C", "C", "N", "C", "C", "O", "C", "C", "C", "C", "C", "C", "C", "C", "H", "H", "H", "H", "H", "H", "H", "H", "H", "H", "H", "H", "H", "H", "H", "H", "H", "H", "H", "H", "H", "H", "H", "H", "H", "H", "H", "H"],
  "coordinates": [[4.16, 4.00, 0.23], [3.60, 2.68, -0.27], [4.25, 1.49, 0.45], [3.76, 0.25, 0.00], [2.54, -0.19, 0.40], [1.72, 0.44, 1.31], [0.47, -0.10, 1.61], [0.03, -1.26, 1.04], [-1.69, -1.65, 1.37], [-2.07, -0.97, 2.57], [-1.97, -3.06, 1.26], [-2.49, -0.88, 0.13], [-2.35, -1.42, -1.20], [-2.91, -0.45, -2.23], [-2.03, 0.80, -2.38], [-1.97, 1.58, -1.15], [-0.77, 2.39, -1.06], [-0.74, 3.10, 0.30], [-1.88, 3.89, 0.49], [-3.04, 3.11, 0.41], [-3.14, 2.42, -0.95], [0.85, -1.97, 0.14], [0.48, -3.21, -0.43], [1.31, -3.86, -1.30], [2.55, -3.30, -1.65], [2.95, -2.11, -1.10], [2.12, -1.43, -0.19], [5.24, 4.04, 0.07], [3.70, 4.83, -0.30], [3.97, 4.12, 1.30], [3.78, 2.57, -1.34], [2.52, 2.65, -0.11], [5.32, 1.46, 0.23], [4.13, 1.59, 1.54], [2.02, 1.35, 1.79], [-0.18, 0.38, 2.33], [-2.30, 0.12, 0.13], [-2.89, -2.37, -1.23], [-1.29, -1.63, -1.44], [-3.92, -0.17, -1.94], [-2.96, -0.95, -3.20], [-2.40, 1.41, -3.22], [-1.01, 0.47, -2.62], [0.11, 1.75, -1.15], [-0.74, 3.15, -1.86], [0.12, 3.78, 0.36], [-0.66, 2.34, 1.09], [-3.88, 3.79, 0.56], [-3.04, 2.34, 1.20], [-4.04, 1.80, -0.98], [-3.21, 3.18, -1.75], [-0.46, -3.64, -0.13], [1.02, -4.81, -1.72], [3.20, -3.83, -2.34], [3.91, -1.68, -1.35]]
}

Entry 2:
{
  "formula": "C20H28N3O6",
  "method": "wB97M-V/def2-TZVPD",
  "smiles": "CCOC(=O)[C@H](CCc1ccccc1)[NH2+][C@@H](C)C(=O)N1C(=O)N(C)C[C@H]1C(=O)O",
  "max_force_ev_per_a": 1.025,
  "e_tot_ev": -37946.5484,
  "orbital_gap_ev": 9.418,
  "charge": 1,
  "e_homo_ev": -11.5,
  "symbols": ["C", "C", "O", "C", "O", "C", "C", "C", "C", "C", "C", "C", "C", "C", "N", "C", "C", "C", "O", "N", "C", "O", "N", "C", "C", "C", "C", "O", "O", "H", "H", "H", "H", "H", "H", "H", "H", "H", "H", "H", "H", "H", "H", "H", "H", "H", "H", "H", "H", "H", "H", "H", "H", "H", "H", "H", "H"],
  "coordinates": [[-5.75, -1.22, -0.62], [-4.54, -2.13, -0.64], [-3.34, -1.32, -0.58], [-2.32, -1.77, 0.08], [-2.24, -2.82, 0.68], [-1.12, -0.80, 0.12], [-0.66, -0.29, -1.24], [-1.61, 0.78, -1.80], [-1.86, 1.88, -0.80], [-0.83, 2.72, -0.41], [-1.04, 3.70, 0.54], [-2.30, 3.86, 1.10], [-3.34, 3.04, 0.71], [-3.12, 2.05, -0.23], [-0.06, -1.57, 0.82], [0.66, -0.90, 1.92], [1.38, -1.95, 2.77], [1.66, 0.17, 1.45], [1.59, 1.30, 1.86], [2.72, -0.21, 0.66], [2.94, -1.31, -0.19], [2.14, -2.22, -0.38], [4.14, -1.19, -0.74], [4.72, -2.14, -1.65], [4.84, 0.00, -0.32], [3.74, 0.80, 0.40], [3.15, 1.87, -0.53], [2.19, 1.65, -1.23], [3.82, 2.99, -0.48], [-6.65, -1.82, -0.68], [-5.78, -0.65, 0.31], [-5.72, -0.53, -1.45], [-4.54, -2.83, 0.20], [-4.50, -2.70, -1.57], [-1.41, 0.07, 0.73], [-0.57, -1.11, -1.95], [0.32, 0.17, -1.12], [-2.56, 0.33, -2.10], [-1.15, 1.20, -2.70], [0.15, 2.59, -0.85], [-0.23, 4.34, 0.85], [-2.47, 4.63, 1.84], [-4.32, 3.16, 1.14], [-3.93, 1.40, -0.54], [-0.57, -2.41, 1.17], [0.70, -1.93, 0.16], [-0.06, -0.36, 2.54], [0.65, -2.61, 3.23], [2.06, -2.54, 2.16], [1.95, -1.46, 3.56], [5.65, -2.54, -1.24], [4.01, -2.95, -1.80], [4.93, -1.66, -2.61], [5.25, 0.54, -1.18], [5.67, -0.25, 0.36], [4.07, 1.28, 1.32], [3.45, 3.68, -1.06]]
}

Entry 3:
{
  "formula": "C20H28N4O3S",
  "method": "wB97M-V/def2-TZVPD",
  "smiles": "CCN(CC)CCN(Cc1cc2cc3c(cc2[nH]c1=O)OCCO3)C(=S)NC",
  "max_force_ev_per_a": 0.863,
  "e_tot_ev": -44133.0704,
  "orbital_gap_ev": 7.591,
  "e_homo_ev": -7.6,
  "symbols": ["C", "C", "N", "C", "C", "C", "C", "N", "C", "C", "C", "C", "C", "C", "C", "C", "C", "N", "C", "O", "O", "C", "C", "O", "C", "S", "N", "C", "H", "H", "H", "H", "H", "H", "H", "H", "H", "H", "H", "H", "H", "H", "H", "H", "H", "H", "H", "H", "H", "H", "H", "H", "H", "H", "H", "H"],
  "coordinates": [[6.22, 1.17, -1.40], [5.10, 0.51, -0.59], [5.05, -0.92, -0.85], [5.50, -1.76, 0.25], [7.01, -1.63, 0.46], [3.86, -1.40, -1.51], [2.57, -1.53, -0.64], [2.00, -0.25, -0.28], [1.29, 0.48, -1.31], [-0.18, 0.64, -0.99], [-1.02, -0.41, -0.89], [-2.40, -0.25, -0.57], [-3.30, -1.31, -0.47], [-4.63, -1.10, -0.17], [-5.09, 0.21, 0.06], [-4.22, 1.28, -0.06], [-2.88, 1.06, -0.38], [-2.00, 2.11, -0.48], [-0.66, 1.99, -0.74], [0.06, 2.99, -0.74], [-6.38, 0.47, 0.42], [-7.10, -0.67, 0.83], [-6.83, -1.83, -0.14], [-5.47, -2.18, -0.11], [2.09, 0.22, 0.99], [2.67, -0.71, 2.24], [1.68, 1.48, 1.23], [1.74, 2.09, 2.53], [7.19, 0.76, -1.12], [6.07, 0.99, -2.46], [6.22, 2.24, -1.22], [5.25, 0.70, 0.48], [4.15, 0.98, -0.87], [4.99, -1.51, 1.19], [5.27, -2.79, -0.01], [7.53, -1.82, -0.48], [7.34, -2.36, 1.20], [7.27, -0.64, 0.82], [3.66, -0.74, -2.36], [4.07, -2.40, -1.90], [1.83, -2.10, -1.21], [2.80, -2.06, 0.28], [1.72, 1.47, -1.48], [1.39, -0.09, -2.24], [-0.66, -1.42, -1.05], [-2.96, -2.33, -0.64], [-4.59, 2.28, 0.12], [-2.34, 3.05, -0.32], [-6.79, -0.97, 1.84], [-8.15, -0.39, 0.83], [-7.13, -1.53, -1.15], [-7.39, -2.72, 0.16], [1.45, 2.11, 0.46], [2.73, 2.52, 2.72], [1.55, 1.34, 3.29], [0.99, 2.88, 2.59]]
}

Entry 4:
{
  "formula": "C20H28N4O6",
  "method": "wB97M-V/def2-TZVPD",
  "smiles": "CCCCn1c(N)c(N(CCC(C)C)C(=O)COC(=O)c2ccco2)c(=O)[nH]c1=O",
  "max_force_ev_per_a": 1.116,
  "e_tot_ev": -39441.7732,
  "orbital_gap_ev": 8.788,
  "e_homo_ev": -8.4,
  "symbols": ["C", "C", "C", "C", "N", "C", "N", "C", "N", "C", "C", "C", "C", "C", "C", "O", "C", "O", "C", "O", "C", "C", "C", "C", "O", "C", "O", "N", "C", "O", "H", "H", "H", "H", "H", "H", "H", "H", "H", "H", "H", "H", "H", "H", "H", "H", "H", "H", "H", "H", "H", "H", "H", "H", "H", "H", "H", "H"],
  "coordinates": [[-3.29, -4.64, -1.39], [-3.88, -3.33, -0.89], [-2.83, -2.25, -0.62], [-1.94, -2.59, 0.58], [-1.01, -1.52, 0.87], [0.04, -1.24, 0.03], [0.29, -2.10, -1.00], [0.79, -0.10, 0.18], [1.84, 0.20, -0.73], [3.18, 0.24, -0.16], [3.68, -1.16, 0.19], [5.00, -1.18, 0.97], [6.11, -0.44, 0.23], [4.82, -0.62, 2.38], [1.68, 0.46, -2.04], [2.62, 0.54, -2.81], [0.26, 0.63, -2.60], [-0.75, 0.94, -1.66], [-0.95, 2.24, -1.38], [-0.39, 3.15, -1.94], [-1.94, 2.40, -0.32], [-2.35, 3.54, 0.33], [-3.28, 3.12, 1.30], [-3.38, 1.76, 1.17], [-2.57, 1.32, 0.20], [0.54, 0.81, 1.27], [1.13, 1.84, 1.51], [-0.49, 0.38, 2.11], [-1.33, -0.68, 1.93], [-2.27, -0.89, 2.66], [-2.68, -4.46, -2.28], [-2.67, -5.12, -0.63], [-4.08, -5.33, -1.66], [-4.58, -2.95, -1.63], [-4.45, -3.52, 0.03], [-3.33, -1.30, -0.40], [-2.22, -2.11, -1.51], [-1.40, -3.53, 0.43], [-2.56, -2.69, 1.48], [-0.06, -3.04, -0.95], [1.19, -1.99, -1.45], [3.15, 0.88, 0.73], [3.83, 0.70, -0.91], [2.91, -1.67, 0.79], [3.81, -1.72, -0.74], [5.29, -2.23, 1.07], [7.06, -0.61, 0.73], [6.18, -0.79, -0.79], [5.92, 0.63, 0.22], [5.75, -0.73, 2.95], [4.57, 0.44, 2.36], [4.03, -1.15, 2.92], [-0.04, -0.30, -3.09], [0.33, 1.43, -3.35], [-2.01, 4.53, 0.13], [-3.81, 3.73, 2.00], [-3.95, 1.03, 1.71], [-0.71, 0.99, 2.89]]
}

Entry 5:
{
  "formula": "C20H28N4OS",
  "method": "wB97M-V/def2-TZVPD",
  "smiles": "CCOCCCNC(=S)Nc1ccc2nc(N3CCCC3)cc(C)c2c1",
  "max_force_ev_per_a": 0.714,
  "e_tot_ev": -40038.7675,
  "orbital_gap_ev": 7.786,
  "e_homo_ev": -7.5,
  "symbols": ["C", "C", "O", "C", "C", "C", "N", "C", "S", "N", "C", "C", "C", "C", "N", "C", "N", "C", "C", "C", "C", "C", "C", "C", "C", "C", "H", "H", "H", "H", "H", "H", "H", "H", "H", "H", "H", "H", "H", "H", "H", "H", "H", "H", "H", "H", "H", "H", "H", "H", "H", "H", "H", "H"],
  "coordinates": [[1.43, 1.46, 2.46], [2.83, 1.55, 3.07], [3.64, 0.42, 2.79], [4.22, 0.41, 1.50], [4.97, -0.91, 1.31], [4.11, -2.12, 1.67], [2.87, -2.14, 0.93], [2.47, -3.13, 0.12], [3.33, -4.53, -0.11], [1.28, -2.97, -0.52], [0.52, -1.80, -0.63], [1.16, -0.57, -0.92], [0.42, 0.57, -1.04], [-0.98, 0.55, -0.89], [-1.64, 1.72, -1.00], [-2.96, 1.71, -0.90], [-3.58, 2.91, -1.02], [-5.00, 3.13, -0.98], [-5.14, 4.65, -1.07], [-3.91, 5.06, -1.88], [-2.84, 4.11, -1.34], [-3.70, 0.52, -0.67], [-3.05, -0.67, -0.54], [-3.81, -1.94, -0.30], [-1.63, -0.69, -0.65], [-0.85, -1.85, -0.53], [1.46, 1.48, 1.38], [0.94, 0.54, 2.78], [0.83, 2.30, 2.80], [2.76, 1.58, 4.16], [3.33, 2.46, 2.73], [3.44, 0.52, 0.73], [4.91, 1.26, 1.40], [5.29, -0.97, 0.27], [5.85, -0.92, 1.95], [3.89, -2.09, 2.74], [4.64, -3.04, 1.44], [2.22, -1.39, 1.13], [0.91, -3.82, -0.93], [2.23, -0.56, -1.08], [0.89, 1.52, -1.26], [-5.44, 2.73, -0.06], [-5.49, 2.64, -1.84], [-6.08, 4.95, -1.55], [-5.10, 5.09, -0.08], [-3.65, 6.10, -1.74], [-4.08, 4.87, -2.94], [-2.05, 3.88, -2.06], [-2.37, 4.52, -0.44], [-4.77, 0.56, -0.60], [-4.88, -1.74, -0.26], [-3.62, -2.66, -1.10], [-3.51, -2.39, 0.64], [-1.32, -2.80, -0.34]]
}

Entry 6:
{
  "formula": "C20H28NO2PPd",
  "method": "wB97M-V/def2-TZVPD",
  "max_force_ev_per_a": 3.503,
  "e_tot_ev": -39525.0916,
  "spin_multiplicity": 5,
  "orbital_gap_ev": [7.264, 3.905],
  "charge": 2,
  "e_homo_ev": [-13.0, -14.1],
  "symbols": ["C", "C", "C", "C", "C", "C", "C", "C", "N", "Pd", "C", "P", "H", "H", "H", "H", "H", "H", "H", "H", "C", "C", "H", "C", "C", "H", "H", "H", "H", "H", "H", "H", "H", "H", "H", "H", "H", "H", "H", "O", "C", "O", "C", "C", "C", "C", "C", "C", "H", "H", "H", "H", "H"],
  "coordinates": [[2.78, -1.17, -3.07], [2.58, -2.04, -2.00], [1.88, -1.61, -0.84], [1.38, -0.31, -0.84], [1.43, 0.51, -1.96], [2.17, 0.09, -3.08], [1.82, -2.59, 0.30], [1.59, -2.09, 1.73], [2.09, -0.73, 1.96], [1.22, 0.79, 0.93], [0.85, 1.93, -1.90], [0.94, 2.61, -0.22], [3.04, -3.04, -2.01], [2.27, 0.80, -3.91], [3.43, -1.43, -3.92], [-0.22, 1.89, -2.18], [1.41, 2.61, -2.56], [1.01, -3.32, 0.10], [2.76, -3.16, 0.30], [0.52, -2.08, 1.98], [-0.73, 3.34, -0.09], [1.86, 4.17, 0.15], [2.17, -2.74, 2.44], [3.47, -0.48, 1.57], [1.82, -0.24, 3.32], [-1.81, -0.69, 1.52], [4.08, -0.22, 2.44], [3.87, -1.29, 0.97], [3.43, 0.42, 0.95], [2.75, -0.20, 3.91], [1.41, 0.78, 3.19], [1.07, -0.88, 3.79], [1.43, 4.98, -0.43], [1.76, 4.34, 1.24], [2.92, 4.07, -0.09], [-0.68, 4.27, -0.70], [-1.48, 2.64, -0.49], [-0.89, 3.59, 0.98], [2.38, 1.93, 0.23], [-1.62, -1.14, 0.66], [-2.36, -0.40, -0.26], [-1.85, 0.48, -0.93], [-3.77, -0.83, -0.27], [-4.05, -2.17, 0.02], [-5.37, -2.59, -0.01], [-6.39, -1.65, -0.29], [-6.08, -0.31, -0.55], [-4.75, 0.11, -0.55], [-3.23, -2.85, 0.21], [-5.60, -3.63, 0.16], [-7.42, -1.99, -0.31], [-6.86, 0.41, -0.79], [-4.43, 1.12, -0.81]]
}

Entry 7:
{
  "formula": "C20H28NO2Sr",
  "method": "wB97M-V/def2-TZVPD",
  "max_force_ev_per_a": 3.902,
  "e_tot_ev": -27610.4652,
  "orbital_gap_ev": [2.218, 3.238],
  "charge": -1,
  "e_homo_ev": [0.1, -0.9],
  "symbols": ["O", "C", "C", "H", "H", "C", "H", "H", "C", "H", "H", "H", "C", "H", "H", "H", "Sr", "C", "C", "C", "H", "C", "C", "H", "H", "H", "H", "C", "C", "C", "H", "C", "C", "H", "H", "H", "H", "O", "C", "C", "H", "H", "C", "H", "H", "C", "H", "H", "H", "H", "N", "C"],
  "coordinates": [[0.18, 0.02, 0.00], [-0.40, 0.11, -1.35], [-1.69, -0.55, -0.89], [0.23, -0.47, -2.05], [-0.48, 1.17, -1.66], [-1.04, -0.62, 0.51], [-1.81, -1.54, -1.34], [-2.58, 0.10, -0.99], [-0.68, -2.01, 1.00], [-0.11, -2.54, 0.21], [-1.59, -2.58, 1.25], [-0.04, -1.95, 1.89], [-1.73, 0.23, 1.56], [-1.96, 1.23, 1.16], [-1.08, 0.36, 2.45], [-2.66, -0.26, 1.89], [2.14, 1.36, 0.57], [1.79, 3.79, 2.21], [2.25, 4.29, 0.97], [1.22, 4.09, 0.00], [3.20, 4.81, 0.80], [0.12, 3.47, 0.66], [0.47, 3.29, 2.02], [-0.18, 2.91, 2.81], [2.32, 3.87, 3.15], [1.23, 4.44, -1.03], [-0.85, 3.27, 0.22], [3.61, 1.15, 3.15], [2.25, 1.03, 3.59], [1.76, -0.22, 3.15], [1.75, 1.73, 4.25], [2.79, -0.88, 2.43], [3.93, -0.04, 2.42], [4.92, -0.26, 2.03], [5.92, 3.83, 3.75], [0.79, -0.64, 3.42], [2.73, -1.89, 2.03], [-1.85, -2.25, -3.11], [-3.14, -2.86, -2.79], [-3.71, -3.61, -3.99], [-3.86, -2.07, -2.49], [-3.02, -3.54, -1.93], [-2.83, -3.17, -5.16], [-4.76, -3.39, -4.16], [-3.64, -4.69, -3.84], [-1.58, -2.57, -4.49], [-3.35, -2.42, -5.76], [-2.60, -3.99, -5.83], [-1.25, -1.66, -5.01], [-0.77, -3.33, -4.53], [5.21, 3.15, 3.52], [4.43, 2.29, 3.31]]
}

Entry 8:
{
  "formula": "C20H28NO2Ti",
  "method": "wB97M-V/def2-TZVPD",
  "max_force_ev_per_a": 5.470,
  "e_tot_ev": -49887.8824,
  "spin_multiplicity": 2,
  "orbital_gap_ev": [6.910, 7.336],
  "e_homo_ev": [-6.9, -7.3],
  "symbols": ["O", "C", "C", "H", "H", "C", "H", "H", "C", "H", "H", "H", "C", "H", "H", "H", "Ti", "C", "C", "C", "H", "C", "C", "H", "H", "H", "H", "C", "C", "C", "H", "C", "C", "H", "H", "H", "H", "O", "C", "C", "H", "H", "C", "H", "H", "C", "H", "H", "H", "H", "N", "C"],
  "coordinates": [[-0.99, -0.81, -0.82], [-1.70, -1.85, 0.14], [-3.06, -1.65, -0.48], [-1.56, -1.58, 1.20], [-1.32, -2.86, -0.04], [-2.32, -0.96, -1.62], [-3.75, -1.03, 0.07], [-3.56, -2.56, -0.79], [-2.97, 0.29, -2.17], [-2.86, 1.21, -1.60], [-4.04, 0.04, -2.34], [-2.58, 0.50, -3.17], [-2.23, -1.91, -2.78], [-1.76, -2.87, -2.56], [-1.70, -1.50, -3.65], [-3.27, -2.09, -3.13], [0.81, -0.12, -0.93], [3.60, -0.45, -0.94], [3.45, -0.78, 0.42], [2.26, -1.54, 0.57], [4.15, -0.57, 1.23], [1.83, -1.95, -0.74], [2.60, -1.19, -1.70], [2.59, -1.23, -2.79], [4.43, 0.18, -1.33], [1.86, -1.89, 1.52], [1.00, -2.62, -0.95], [2.14, 2.52, -1.88], [1.65, 1.45, -2.67], [0.23, 1.31, -2.41], [2.23, 1.04, -3.47], [-0.04, 2.06, -1.18], [1.15, 2.88, -0.93], [1.20, 3.69, -0.22], [3.10, 3.00, -1.91], [-0.48, 0.79, -3.04], [-0.96, 2.16, -0.60], [-0.55, 2.07, 3.19], [-0.75, 0.98, 2.30], [-0.50, -0.35, 3.16], [0.01, 0.94, 1.41], [-1.75, 0.95, 1.78], [-0.22, 0.18, 4.60], [0.42, -0.88, 2.79], [-1.41, -1.01, 3.13], [0.41, 1.51, 4.22], [0.41, -0.49, 5.24], [-1.23, 0.33, 5.03], [1.48, 1.31, 3.84], [0.44, 2.25, 5.05], [2.46, 1.92, 1.15], [1.61, 1.18, 0.79]]
}